Record 1
Density functional theory data (the ωB97M-V functional and the def2-TZVPD basis) for a cluster of 3 separate species, C3H11O2S in total.

Computed properties:
* multiplicity: 2
* molar mass: 111.186 Da
* total energy: -669.49598 Ha
* charge: 0
* LUMO level (spin up / spin down): 0.63 / -2.16 eV
* largest force on an atom: 1.2 eV/A

Geometry as XYZ:
```
17
C3H11O2S | OMol25 | the ωB97M-V functional and the def2-TZVPD basis
C 1.230 1.718 0.581
C 0.438 0.554 -0.033
C -1.076 0.632 0.163
S -1.812 -0.427 -1.130
H 2.204 1.353 0.900
H 0.625 2.217 1.340
H 1.391 2.541 -0.124
H 0.693 0.586 -1.085
H 0.827 -0.380 0.381
H -1.550 1.603 0.027
H -1.357 0.243 1.142
H 1.657 -0.989 -2.456
H 1.980 -0.911 -0.981
O 2.376 -0.799 -1.846
H -0.014 -1.273 2.094
H 0.503 -0.382 3.237
O -0.101 -1.108 3.021
```

Atomic partial charges in e from the Löwdin method, atoms 1 to 6: -0.090, -0.391, -0.613, 0.629, 0.076, 0.071



Record 2
Density functional theory data (the ωB97M-V functional and the def2-TZVPD basis) for a cluster of 2 separate species, C2H4O2 in total.

Computed properties:
* multiplicity: 1
* molar mass: 60.052 Da
* total energy: -229.01782 Ha
* charge: 0
* LUMO level: 0.80 eV
* largest force on an atom: 1.4 eV/A

Geometry as XYZ:
```
8
C2H4O2 | OMol25 | the ωB97M-V functional and the def2-TZVPD basis
C 1.294 -1.221 0.184
O 1.412 -0.156 0.722
H 1.558 -2.134 0.743
H 0.931 -1.258 -0.858
C -1.312 1.223 -0.208
O -1.960 0.354 0.307
H -0.392 0.894 -0.723
H -1.530 2.298 -0.167
```

Atomic partial charges in e from the Löwdin method, atoms 1 to 6: -0.137, -0.020, 0.085, 0.083, -0.143, -0.009



Record 3
Density functional theory data (the ωB97M-V functional and the def2-TZVPD basis) for a structure of composition C4H7NP.

Computed properties:
* multiplicity: 1
* molar mass: 100.081 Da
* total energy: -552.37524 Ha
* charge: +1
* LUMO level: -5.70 eV
* largest force on an atom: 3.9 eV/A

Geometry as XYZ:
```
13
C4H7NP | OMol25 | the ωB97M-V functional and the def2-TZVPD basis
C -1.304 1.088 -0.596
C -0.290 1.489 0.279
C 1.017 -0.585 -0.309
C -0.132 -1.420 0.114
N 0.698 0.617 0.524
P -1.720 -0.499 -0.027
H -2.161 1.564 -0.880
H -0.213 2.532 0.773
H 1.884 -0.874 0.159
H 1.199 -0.540 -1.404
H -0.517 -2.159 -0.621
H 0.003 -2.166 0.951
H 1.537 0.953 1.038
```

Atomic partial charges in e from the Löwdin method, atoms 1 to 6: -0.273, -0.146, -0.182, -0.382, -0.033, 1.165



Record 4
Density functional theory data (the ωB97M-V functional and the def2-TZVPD basis) for a cluster of 3 separate species, C7H15N in total.

Computed properties:
* multiplicity: 1
* molar mass: 113.204 Da
* total energy: -330.24287 Ha
* charge: 0
* LUMO level (spin up / spin down): 1.04 / 1.04 eV
* largest force on an atom: 6.0 eV/A

Geometry as XYZ:
```
23
C7H15N | OMol25 | the ωB97M-V functional and the def2-TZVPD basis
C 0.187 0.368 -0.631
C -1.923 0.482 -0.319
C 0.283 0.387 1.795
C 0.675 1.766 -0.894
C -2.597 -0.821 -0.016
N 0.234 -0.292 0.517
C 2.170 -0.870 0.089
C 2.315 -1.961 -0.639
H 0.165 -0.269 -1.512
H -2.052 1.270 0.417
H -2.084 0.856 -1.327
H 2.967 -0.429 0.685
H 0.696 1.400 1.795
H -0.726 0.410 2.210
H 0.896 -0.222 2.460
H 1.686 1.714 -1.299
H 0.030 2.237 -1.638
H 0.678 2.398 -0.010
H -3.688 -0.741 -0.105
H -2.375 -1.162 0.996
H -2.269 -1.603 -0.704
H 1.491 -2.381 -1.210
H 3.241 -2.536 -0.661
```

Atomic partial charges in e from the Löwdin method, atoms 1 to 6: -0.360, -0.134, -0.117, -0.066, -0.167, -0.086



Record 5
Density functional theory data (the ωB97M-V functional and the def2-TZVPD basis) for a cluster of 2 separate species, C25H25N2O6 in total.

Computed properties:
* multiplicity: 1
* molar mass: 449.483 Da
* total energy: -1528.60508 Ha
* charge: -1
* LUMO level: 1.99 eV
* largest force on an atom: 3.0 eV/A

Geometry as XYZ:
```
58
C25H25N2O6 | OMol25 | the ωB97M-V functional and the def2-TZVPD basis
C 1.178 -4.577 2.834
O 0.129 -3.760 3.403
C -0.649 -3.010 2.579
C -1.653 -2.220 3.194
C -2.475 -1.434 2.426
C -2.344 -1.370 1.015
C -3.245 -0.526 0.257
C -3.578 -0.793 -1.055
C -4.331 0.112 -1.831
N -4.927 0.829 -2.534
C -3.343 -2.046 -1.696
N -3.190 -3.064 -2.258
C -1.317 -2.146 0.421
C -0.497 -2.970 1.170
H 1.618 -5.072 3.700
H 0.771 -5.322 2.137
H 1.933 -3.960 2.327
H -1.748 -2.262 4.277
H -3.273 -0.857 2.896
H -3.785 0.254 0.786
H -1.160 -2.101 -0.655
H 0.264 -3.584 0.682
C -5.775 4.727 -2.390
C -5.960 3.529 -1.507
O -4.774 3.491 -0.666
C -4.747 2.487 0.227
C -3.537 2.410 1.088
C -2.218 2.840 0.576
O -1.136 2.599 1.114
O -2.253 3.544 -0.570
C -0.957 4.065 -0.941
C -1.188 4.864 -2.191
C -3.718 2.184 2.482
C -2.614 1.926 3.353
C -2.773 1.727 4.704
C -4.059 1.813 5.296
O -4.134 1.673 6.647
C -5.418 1.858 7.290
C -5.180 2.037 4.461
C -5.011 2.197 3.096
O -5.663 1.671 0.316
H -6.633 4.839 -3.055
H -5.674 5.639 -1.795
H -4.878 4.608 -3.006
H -6.848 3.617 -0.866
H -6.008 2.607 -2.103
H -0.571 4.702 -0.132
H -0.270 3.226 -1.113
H -0.240 5.247 -2.571
H -1.649 4.252 -2.972
H -1.840 5.721 -1.991
H -1.621 1.893 2.919
H -1.916 1.518 5.342
H -5.209 1.696 8.348
H -5.798 2.877 7.128
H -6.151 1.122 6.929
H -6.185 2.083 4.886
H -5.890 2.337 2.472
```

Atomic partial charges in e from the Löwdin method, atoms 1 to 6: -0.068, -0.093, -0.261, 0.006, -0.005, -0.178



Record 6
Density functional theory data (the ωB97M-V functional and the def2-TZVPD basis) for a structure of composition C54H44BrCl2N5O5P2SSc.

Computed properties:
* multiplicity: 1
* molar mass: 1132.757 Da
* total energy: -8070.56194 Ha
* charge: -1
* LUMO level: 2.25 eV
* largest force on an atom: 1.0 eV/A

Geometry as XYZ:
```
115
C54H44BrCl2N5O5P2SSc | OMol25 | the ωB97M-V functional and the def2-TZVPD basis
Sc 1.888 -0.596 0.549
N 5.594 1.630 1.857
C 4.592 0.832 1.336
S 3.395 0.314 2.494
N 4.725 0.603 0.061
N 3.711 -0.127 -0.545
C 3.993 -0.507 -1.731
C 3.102 -1.227 -2.638
C 3.625 -1.591 -3.882
C 2.871 -2.251 -4.831
C 1.541 -2.548 -4.537
C 0.996 -2.196 -3.318
C 1.760 -1.547 -2.337
O 1.216 -1.239 -1.177
H 5.729 1.545 2.850
H 6.429 1.666 1.294
H 4.984 -0.253 -2.105
H 4.659 -1.339 -4.092
H 3.304 -2.528 -5.783
H 0.925 -3.059 -5.268
H -0.041 -2.408 -3.090
C -1.845 -2.382 -0.769
N -1.568 -1.572 0.415
P -1.197 0.177 0.331
C -2.607 0.782 1.360
C -2.403 1.859 2.218
C -3.428 2.318 3.037
C -4.674 1.710 3.003
C -4.884 0.622 2.163
C -3.854 0.156 1.361
C -1.727 0.652 -1.360
C -3.049 0.827 -1.758
C -3.352 1.175 -3.067
C -2.338 1.363 -3.994
C -1.014 1.230 -3.599
C -0.713 0.886 -2.290
P -0.351 -2.047 1.545
C -1.068 -1.541 3.159
C -0.292 -0.749 3.997
C -0.776 -0.351 5.239
C -2.044 -0.739 5.638
C -2.826 -1.531 4.801
C -2.338 -1.934 3.571
C -0.436 -3.853 1.795
C -1.432 -4.714 1.347
C -1.343 -6.078 1.595
C -0.261 -6.591 2.292
C 0.733 -5.736 2.751
C 0.650 -4.376 2.499
H -2.752 -2.980 -0.639
H -1.023 -3.060 -1.015
H -2.002 -1.739 -1.634
H -1.439 2.351 2.231
H -3.249 3.155 3.700
H -5.476 2.071 3.637
H -5.847 0.124 2.146
H -4.006 -0.728 0.753
H -3.855 0.714 -1.048
H -4.387 1.314 -3.356
H -2.578 1.624 -5.017
H -0.210 1.397 -4.305
H 0.320 0.816 -1.976
H 0.695 -0.434 3.675
H -0.167 0.271 5.883
H -2.433 -0.419 6.597
H -3.820 -1.830 5.112
H -2.949 -2.547 2.916
H -2.279 -4.332 0.798
H -2.117 -6.742 1.230
H -0.187 -7.657 2.471
H 1.589 -6.131 3.284
H 1.452 -3.716 2.813
Br 1.169 -8.545 -1.661
C 1.914 -6.911 -1.028
C 1.162 -5.752 -1.112
C 1.703 -4.573 -0.621
C 2.977 -4.548 -0.072
C 3.724 -5.719 -0.028
C 3.191 -6.914 -0.492
C 3.564 -3.268 0.475
O 4.774 -3.130 0.510
O 2.681 -2.416 0.888
H 0.170 -5.774 -1.541
H 1.138 -3.650 -0.661
H 4.724 -5.677 0.382
H 3.757 -7.834 -0.436
Cl 0.641 4.779 -4.391
C -0.929 5.016 -3.667
C -2.027 5.046 -4.499
C -3.292 5.221 -3.957
C -3.427 5.307 -2.584
C -2.317 5.245 -1.753
Cl -2.610 5.170 -0.045
C -1.018 5.155 -2.267
N 0.133 5.141 -1.518
C 0.380 5.705 -0.263
C -0.175 6.938 0.065
C 0.113 7.542 1.277
C 0.986 6.934 2.163
C 1.563 5.720 1.818
C 1.275 5.082 0.618
C 1.934 3.768 0.308
C 1.003 2.553 0.269
O -0.217 2.691 0.197
O 1.634 1.444 0.277
H -1.881 4.938 -5.565
H -4.163 5.256 -4.597
H -4.403 5.384 -2.125
H 0.850 4.527 -1.871
H -0.838 7.424 -0.642
H -0.340 8.495 1.520
H 1.222 7.400 3.112
H 2.252 5.237 2.502
H 2.714 3.536 1.034
H 2.443 3.799 -0.663
```

Atomic partial charges in e from the Löwdin method, atoms 1 to 6: 0.639, 0.032, -0.866, 0.575, 0.012, -0.076



- What is the largest force on an atom in the fourth record?
  6.0 eV/A